1.
Computed, not measured: C37H30KN3O2P as an isolated structure, with ωB97M-V with the def2-TZVPD basis set.

The charge is -1.

Cartesian coordinates (Å):
K: 1.37796 -0.31041 -1.31340
O: -2.80453 -0.98635 -3.42530
C: -3.51380 0.12507 -3.16097
C: -4.86658 0.15605 -3.51787
C: -5.62965 1.27465 -3.25710
C: -5.06146 2.38373 -2.63468
C: -3.72388 2.35111 -2.28267
C: -2.92743 1.23551 -2.53969
C: -1.48511 1.17819 -2.13889
O: -0.86927 0.09032 -2.36440
N: -1.02290 2.26554 -1.55064
N: 0.28352 2.10455 -1.15758
C: 0.66982 2.91340 -0.25345
C: 1.99310 2.78898 0.37106
C: 2.21810 3.51393 1.54234
C: 3.42530 3.35855 2.20277
C: 4.36351 2.48727 1.66874
C: 4.04895 1.82253 0.48897
N: 2.90454 1.96669 -0.16336
H: -1.89657 -0.77903 -3.05286
H: -5.28204 -0.72265 -3.99507
H: -6.67756 1.28840 -3.53460
H: -5.65582 3.26357 -2.42164
H: -3.25428 3.18935 -1.78662
H: -0.02091 3.64836 0.16211
H: 1.44038 4.16002 1.92741
H: 3.62420 3.89496 3.12205
H: 5.31657 2.29698 2.14232
H: 4.75635 1.12133 0.05673
C: 2.98806 1.29861 -3.72738
C: 3.80845 0.23836 -3.36818
C: 3.41506 -1.06457 -3.62976
C: 2.20004 -1.30562 -4.25773
C: 1.38050 -0.24694 -4.61653
C: 1.77478 1.05681 -4.35021
H: 3.27659 2.31045 -3.47354
H: 4.73642 0.42572 -2.84175
H: 4.02445 -1.89413 -3.29416
H: 1.87335 -2.32519 -4.42062
H: 0.40985 -0.43921 -5.05429
H: 1.11138 1.87919 -4.58459
C: -1.92745 -4.90638 4.04847
C: -1.00743 -5.26050 3.07107
C: -0.57179 -4.32484 2.14849
C: -1.03664 -3.01105 2.19381
C: -1.95913 -2.66295 3.18017
C: -2.40344 -3.60527 4.09811
P: -0.37936 -1.85345 0.93592
C: -1.29907 -0.32425 1.32817
C: -2.58540 -0.20818 0.79927
C: -3.33187 0.94274 0.97593
C: -2.80109 2.01152 1.68364
C: -1.51986 1.91622 2.20148
C: -0.76872 0.76220 2.01771
C: 1.34468 -1.64574 1.57877
C: 1.52125 -1.38208 2.94356
C: 2.78215 -1.37003 3.50668
C: 3.86889 -1.68549 2.69543
C: 3.66446 -1.99146 1.35899
C: 2.41372 -1.97486 0.70600
H: -2.26881 -5.64323 4.76562
H: -0.62588 -6.27380 3.02359
H: 0.15100 -4.61106 1.39250
H: -2.33000 -1.64728 3.23148
H: -3.12007 -3.31471 4.85743
H: -3.00308 -1.02202 0.21494
H: -4.31650 1.01381 0.53021
H: -3.37687 2.92111 1.80572
H: -1.07940 2.74638 2.74299
H: 0.23924 0.71617 2.41077
H: 0.65880 -1.20664 3.58376
H: 2.91318 -1.15047 4.56070
H: 4.87310 -1.70849 3.11195
H: 4.55197 -2.26000 0.78171



2.
Computed, not measured: a 3-piece molecular cluster, C26H31BFN2O5 overall at a distorted geometry, with ωB97M-V with the def2-TZVPD basis set.

The charge is -1.

Cartesian coordinates (Å):
O: 1.07032 -0.84347 3.06579
C: 1.43692 -1.23278 2.01792
F: 0.92591 -2.36657 1.50618
N: 2.44431 -0.70029 1.24488
C: 2.19748 0.61715 0.59673
O: 3.08309 1.39582 0.62840
C: 0.86772 0.91967 -0.12761
O: 1.02403 2.20391 -0.64562
B: -0.12063 3.08059 -0.29526
O: -1.12020 2.10342 0.27977
C: -0.40497 1.03482 0.78000
C: -1.33622 -0.19237 0.85337
C: -1.24359 -1.13177 -0.33443
C: -2.47440 -2.02543 -0.42583
N: -2.32768 -3.21943 -1.26756
C: -1.64110 -2.98887 -2.52399
C: -0.18197 -3.38595 -2.58998
C: 0.42913 -4.27609 -1.71179
C: 1.76758 -4.63763 -1.82604
C: 2.54951 -4.10495 -2.84677
C: 1.95544 -3.21386 -3.73299
C: 0.62083 -2.85732 -3.60468
O: 0.08545 -1.97747 -4.54140
H: 2.79115 -1.38377 0.58123
H: 0.78047 0.27153 -1.00728
H: -0.61651 3.63729 -1.26543
H: 0.17065 3.86175 0.63138
H: -0.05649 1.27782 1.79617
H: -1.17405 -0.69996 1.80527
H: -2.34053 0.22255 0.89495
H: -0.33063 -1.71790 -0.35504
H: -1.21941 -0.49084 -1.21861
H: -3.36610 -1.48312 -0.73657
H: -2.68404 -2.38116 0.58456
H: -1.95449 -3.99540 -0.74948
H: -2.15267 -3.55909 -3.30618
H: -1.73455 -1.95549 -2.83144
H: -0.14163 -4.72286 -0.91080
H: 2.18122 -5.33258 -1.11150
H: 3.57988 -4.40354 -2.94888
H: 2.55023 -2.81287 -4.53936
H: 0.20531 -1.07695 -4.22018
C: -5.85292 0.15279 1.61806
C: -6.24723 -1.13379 1.27787
C: -5.99819 -2.18882 2.14478
C: -5.36491 -1.95454 3.35751
C: -4.97312 -0.66722 3.69859
C: -5.21334 0.38595 2.82739
H: -6.03729 0.97399 0.93779
H: -6.74092 -1.31571 0.33169
H: -6.29429 -3.19429 1.87333
H: -5.17153 -2.77680 4.03491
H: -4.47494 -0.48514 4.64213
H: -4.89766 1.38764 3.08770
C: 4.84514 4.12283 0.40995
C: 3.91626 5.14683 0.53587
C: 4.33731 6.46991 0.51208
C: 5.68467 6.77107 0.35476
C: 6.61297 5.74720 0.22484
C: 6.19257 4.42335 0.25545
H: 4.51356 3.09426 0.42961
H: 2.86529 4.90684 0.64909
H: 3.61286 7.26831 0.61444
H: 6.01060 7.80420 0.33211
H: 7.66371 5.98112 0.09980
H: 6.91660 3.62345 0.15837



3.
Computed, not measured: a 2-piece molecular cluster, C5H8O4 overall at a distorted geometry, with ωB97M-V with the def2-TZVPD basis set.

The charge is -2.

Cartesian coordinates (Å):
C: -1.08347 -2.16166 -0.04376
C: -2.26987 -3.11592 0.29563
O: -2.62455 -3.06386 1.49524
O: -2.70298 -3.82724 -0.63548
H: -0.14183 -2.28946 0.48545
H: -1.47260 -1.15272 0.07333
H: -0.82037 -2.23577 -1.10465
C: 1.53058 1.83058 -0.49397
C: 1.11963 0.69850 0.45142
C: 0.66891 3.13241 -0.31869
O: 0.64176 3.54654 0.86913
O: 0.19599 3.67091 -1.34190
H: 2.53700 2.22443 -0.31596
H: 1.40323 1.45384 -1.51185
H: 1.81662 -0.14059 0.45007
H: 0.12847 0.34159 0.17583
H: 1.07347 1.08843 1.47016



no.,LUMO (eV),gap between HOMO and LUMO (eV)
1,2.21,6.01
2,2.55,6.88
3,6.39,8.16